Molecular formula: C3H2NO2S
Method: DFT, the ωB97M-V functional and the def2-TZVPD basis

## Properties
**ΔE to the lowest compared entry with this formula, charge and spin**: 692.98 kJ/mol

```
! RIJCOSX wB97M-V def2-TZVPD def2/J DEFGRID3
* xyz -1 1
C -0.535 -1.558 0.063
C 1.890 -0.029 0.281
C -0.291 -0.310 0.496
N -0.611 -2.677 -0.174
O -0.607 2.312 0.338
O -2.553 0.929 -0.062
S -1.090 1.031 -0.125
H 1.577 1.022 -0.142
H 2.221 -0.719 -0.675
*
```



Molecular formula: C3H2NO2S3
Method: DFT, the ωB97M-V functional and the def2-TZVPD basis

## Properties
**E_tot**: -1515.26076 a.u.

```
! RIJCOSX wB97M-V def2-TZVPD def2/J DEFGRID3
* xyz -1 1
C 0.077 0.808 0.954
C 0.117 0.116 -0.041
C -1.996 3.985 -0.290
N -1.669 3.254 -1.124
O -2.281 1.293 -3.171
O -3.483 1.075 -0.996
S -1.871 4.931 1.038
S -0.266 4.208 1.989
S -2.262 1.351 -1.732
H -0.200 1.464 1.771
H 0.435 -0.380 -0.845
*
```